DFT (the ωB97M-V functional and the def2-TZVPD basis) results for 2 unconnected molecules or ions with the total composition C11H11N in a non-equilibrium geometry.

Geometry as XYZ:
```
23
Properties=species:S:1:pos:R:3:nbo_charge:R:1
C 4.018 -0.730 1.035 -0.210
C 3.573 0.635 1.135 -0.226
C 3.324 1.362 -0.060 -0.185
C 3.021 0.771 -1.355 -0.248
C 3.159 -0.561 -1.334 -0.204
C 3.793 -1.346 -0.231 -0.225
H 4.420 -1.082 2.000 0.222
H 3.738 1.106 2.137 0.214
H 3.432 2.402 -0.058 0.203
H 2.333 1.323 -2.093 0.233
H 2.788 -1.337 -1.977 0.213
H 3.696 -2.440 -0.308 0.213
C -2.947 0.838 1.043 -0.158
C -3.489 1.416 -0.013 -0.277
C -3.924 0.435 -0.964 0.067
N -4.115 -0.934 -0.865 -0.415
C -3.506 -1.375 0.241 0.028
C -2.906 -0.550 1.266 -0.286
H -2.522 1.450 1.817 0.208
H -3.644 2.337 -0.328 0.219
H -4.261 0.874 -1.843 0.171
H -3.734 -2.457 0.191 0.207
H -2.135 -1.013 1.946 0.234
```

Values from the calculation:
Calculated total energy, eV: -13071.9749
Molecular weight, u: 157.216